[1]
Computed, not measured: a molecular structure, C41H37BrCl3CuNO7PTe at a distorted geometry, with ωB97M-V/def2-TZVPD.

Each line ends with the Mulliken charge.
Geometry (Å):
1 Cu -0.65450 -1.38223 -0.50490  0.130
2 C 4.84237 3.22722 -0.42829  -1.827
3 C 3.92557 2.00844 -0.41774  -0.013
4 C 4.38993 0.72996 -0.62069  -0.435
5 C 3.56984 -0.38145 -0.68894  1.645
6 C 4.31410 -1.69918 -0.83394  -0.463
7 O 3.86669 -2.65691 -1.42802  -0.610
8 C 5.67368 -1.84902 -0.20190  0.177
9 C 5.91504 -1.45160 1.11054  0.133
10 C 7.05233 -1.86390 1.81283  -0.847
11 C 7.99558 -2.62323 1.18049  -0.282
12 C 7.80019 -3.01291 -0.14910  -0.499
13 C 6.63079 -2.64821 -0.82740  -0.375
14 C 2.15827 -0.27479 -0.50950  0.112
15 O 1.41682 -1.26976 -0.53546  -0.974
16 C 1.66710 1.12648 -0.33186  0.457
17 C 2.57204 2.16888 -0.24822  -1.004
18 C 0.21851 1.46641 -0.18467  1.259
19 N -0.75446 0.65974 -0.25621  0.867
20 C -2.17402 1.12942 -0.18280  -0.437
21 C -2.60065 1.97628 -1.34362  -1.514
22 Te -2.65043 1.09936 -3.27826  0.329
23 C -0.60351 1.40370 -3.79474  -0.479
24 C 0.33315 0.39125 -3.53458  0.045
25 C 1.69178 0.59748 -3.83824  -0.636
26 C 2.09808 1.82966 -4.31610  -0.363
27 C 1.21872 2.87099 -4.49340  -0.653
28 C -0.13914 2.66913 -4.24529  -0.369
29 C -0.03157 2.89086 0.17375  0.077
30 C 0.28072 3.97622 -0.63300  -0.384
31 C 0.02979 5.24001 -0.19485  -0.778
32 C -0.50059 5.52482 1.03694  -0.683
33 C -0.82141 4.45423 1.87454  -0.935
34 C -0.51973 3.16410 1.44798  -0.257
35 H 5.67490 2.99172 0.23313  0.354
36 H 4.29571 4.10623 -0.09905  0.390
37 H 5.27025 3.43420 -1.41303  0.308
38 H 5.48957 0.54838 -0.73339  0.341
39 H 5.16592 -0.85230 1.63339  0.398
40 H 7.23045 -1.63238 2.84376  0.395
41 H 8.91637 -2.94830 1.67762  0.331
42 H 8.51226 -3.70713 -0.65592  0.299
43 H 6.48777 -3.12806 -1.83898  0.277
44 H 2.24646 3.15648 -0.05693  0.452
45 H -2.42832 1.65140 0.78110  0.112
46 H -2.74364 0.23304 -0.18924  0.362
47 H -2.03623 2.91433 -1.37704  0.216
48 H -3.63145 2.31209 -1.20806  0.804
49 H 0.01103 -0.56841 -3.11034  0.476
50 H 2.42644 -0.17468 -3.64213  0.398
51 H 3.13254 2.03837 -4.54906  0.362
52 H 1.61012 3.79287 -4.91339  0.384
53 H -0.82094 3.50152 -4.39633  0.369
54 H 0.60273 3.86213 -1.61743  0.818
55 H 0.36011 6.08214 -0.81725  0.331
56 H -0.69605 6.55076 1.27606  0.375
57 H -1.28921 4.63647 2.80670  0.459
58 H -0.67839 2.28114 2.12855  0.464
59 Br -4.94986 -1.78316 4.99649  -0.233
60 C -3.02658 -1.76846 5.12347  0.450
61 C -2.54611 -1.98397 6.40615  -0.701
62 C -1.18114 -2.01687 6.50683  -0.087
63 C -0.36949 -1.86659 5.43138  -0.806
64 C -0.90258 -1.72088 4.15346  -0.327
65 C -2.25574 -1.55532 3.97130  0.138
66 C -2.65678 -1.07365 2.57545  0.198
67 O -3.76220 -0.51266 2.42686  -0.818
68 O -1.75613 -1.21597 1.73189  -0.441
69 H -3.21199 -2.06176 7.27805  0.323
70 H -0.76575 -2.12233 7.52785  0.282
71 H 0.69771 -2.07654 5.61221  0.283
72 H -0.30706 -1.64219 3.24978  0.533
73 C -7.09061 -1.87854 0.51362  -1.033
74 P -6.45434 -0.79460 -0.74327  1.067
75 C -5.62475 0.58737 0.06845  -0.155
76 C -5.15431 -1.76597 -1.54160  -0.927
77 O -7.50707 -0.39223 -1.76459  -0.847
78 H -6.36507 -1.93038 1.34382  0.254
79 H -7.20361 -2.89178 0.03406  0.312
80 H -8.10106 -1.67355 0.89934  0.341
81 H -4.92532 0.32631 0.88041  0.053
82 H -6.29083 1.33243 0.52260  0.455
83 H -5.08934 1.06851 -0.75587  -0.217
84 H -5.63125 -2.13569 -2.46861  0.420
85 H -4.89965 -2.63216 -0.94057  0.329
86 H -4.28268 -1.17835 -1.76903  -0.012
87 Cl 0.35560 -5.85756 -2.15248  -0.190
88 C -1.37376 -5.31042 -2.08115  0.403
89 Cl -2.16028 -5.93999 -0.61559  -0.178
90 Cl -2.17403 -6.09441 -3.47761  -0.180
91 C -1.42450 -3.66343 -2.11978  0.349
92 O -1.84246 -3.17543 -3.16767  -0.625
93 O -1.08648 -3.17327 -1.03374  -0.303

Computed properties:
Spin multiplicity   1
Orbital gap   5.831 eV
Max |F|   2.7 eV Å⁻¹
HOMO level   -2.030 eV
LUMO level   0.13969 Ha
Total charge   -2
ΔE to the lowest compared entry with this formula, charge and spin   10.9 kcal/mol

---

[2]
Computed, not measured: a molecular structure, C15H29IIrNO2P2 at a distorted geometry, with ωB97M-V/def2-TZVPD.

Each line ends with the Mulliken spin population.
Geometry (Å):
1 C 0.62443 -4.92556 -1.92860  -0.012
2 C 0.64557 -3.44349 -1.77708  -0.014
3 H 0.57095 -5.15123 -3.05289  -0.001
4 H -0.29122 -5.12414 -1.34821  0.004
5 H 1.55618 -5.25707 -1.41217  0.000
6 O 0.84628 -2.66145 -2.68073  0.040
7 I 0.68978 -2.38048 0.06398  0.787
8 Ir 0.67709 1.51549 -1.56985  1.318
9 P 2.43816 0.02084 -1.21282  0.100
10 C 3.66433 1.09841 -0.34812  0.028
11 C 3.24273 -1.74188 -0.82166  0.119
12 H 4.33865 -1.69676 -0.71338  0.019
13 H 4.20374 0.56050 -2.76750  -0.002
14 H 2.93925 -2.41053 -1.65980  -0.008
15 H 3.12728 -0.74346 -3.36012  0.003
16 H 3.65753 0.92321 0.73629  -0.002
17 H 2.82066 -2.17852 0.12855  0.027
18 C 3.16273 0.23402 -2.88229  0.030
19 H 4.66373 0.87873 -0.75817  0.008
20 H 2.49963 0.97080 -3.34977  -0.004
21 H 3.35486 2.11294 -0.60669  -0.003
22 P -1.24654 0.34440 -1.29504  0.166
23 C -2.25578 1.70375 -0.49029  -0.008
24 C -1.94617 0.49100 -2.99901  0.048
25 H -2.01381 -2.05636 -1.47701  -0.011
26 H -3.27002 -1.24986 -0.58850  0.015
27 H -1.77768 -1.59578 0.20062  0.005
28 C -2.14792 -1.29846 -0.74667  0.076
29 H -1.91326 -0.51511 -3.44178  0.002
30 H -2.98163 0.88233 -2.96255  0.003
31 H -3.30441 1.71078 -0.82982  0.005
32 H -1.77062 2.62537 -0.83171  0.013
33 H -1.22091 1.15644 -3.49952  -0.017
34 H -2.16338 1.62666 0.61555  -0.012
35 C 0.56135 3.32701 -1.59441  0.168
36 O 0.44776 4.48941 -1.61280  0.110
37 C 0.81551 1.71192 2.41038  0.058
38 C -0.47894 1.36994 3.09909  0.359
39 C -0.57996 1.49378 4.52568  0.354
40 C -1.93260 1.14201 4.82312  0.408
41 C -2.56095 0.86258 3.58704  0.347
42 C -3.99468 0.52959 3.49257  0.036
43 N -1.66826 0.98772 2.57050  0.302
44 H 1.29945 0.76244 2.23070  0.037
45 H 1.42525 2.30678 3.07589  0.012
46 H 0.62241 2.23737 1.47909  0.019
47 H 0.17295 1.80232 5.22334  0.004
48 H -2.43697 1.21576 5.78244  0.006
49 H -4.31034 0.09656 4.42924  0.009
50 H -4.19684 -0.18833 2.70865  0.009
51 H -4.60539 1.42764 3.43623  0.042

Computed properties:
Spin multiplicity   6
Orbital gap (alpha / beta)   6.835 / 4.920 eV
Max |F|   6.7 eV Å⁻¹
HOMO level (alpha / beta)   -16.568 / -18.011 eV
LUMO level (alpha / beta)   -0.35767 / -0.48110 Ha
Total charge   +3
ΔE to the lowest compared entry with this formula, charge and spin   140.8 kcal/mol